Entry 1:
130
Properties=species:S:1:pos:R:3:mulliken_charge:R:1 method="wB97M-V/def2-TZVPD" total_charge=-1 relative_energy_ev=7.4477 fmax_ev_per_a=7.00 multiplicity=1 homo_ev=-4.7 energy_ev=-117750.0533
C -6.88 -1.42 0.50 -0.719
C -5.96 -2.39 -0.44 -0.019
O -5.81 -3.68 0.21 -0.346
C -4.65 -4.42 -0.34 -0.533
C -3.94 -5.15 0.91 -0.419
C -2.35 -5.34 0.78 -0.708
C -1.54 -4.02 0.30 0.494
C -0.38 -3.54 1.35 -1.570
C -0.41 -1.91 1.45 0.706
C -0.02 -1.32 -0.01 -0.536
C 1.47 -1.74 -0.51 -0.767
C 1.96 -0.82 -1.78 -0.516
C 3.49 -0.37 -1.49 -0.557
C 3.93 1.02 -2.18 -0.552
C 2.86 2.22 -2.08 0.279
C 3.48 3.70 -2.19 -0.676
O 4.12 4.00 -0.91 -0.383
C 3.10 4.71 -0.13 -0.481
O 0.66 -1.33 2.29 -0.664
P 0.18 0.19 3.04 1.382
F -0.44 1.65 3.80 -0.634
C 0.84 -0.36 4.74 -1.148
C 1.49 0.82 5.63 -0.044
C 2.81 0.38 6.46 -0.643
S 4.40 1.11 5.81 1.113
O 5.01 0.13 4.80 -0.587
O 5.45 1.35 6.91 -0.654
O 4.18 2.59 5.03 -0.444
P 2.04 1.11 2.29 0.807
N 1.68 2.68 1.97 -0.700
O -1.47 -0.37 3.27 -0.680
C -1.75 -1.35 2.19 0.426
S -2.77 -2.62 3.17 -0.336
P -3.11 -0.51 1.15 0.283
O -2.48 0.67 0.07 -0.617
O -4.09 0.34 2.28 -0.494
H -6.59 -1.49 1.61 0.221
H -8.00 -1.67 0.41 0.367
H -6.77 -0.31 0.19 0.009
H -4.97 -1.84 -0.64 0.104
H -6.59 -2.57 -1.39 0.259
H -5.11 -5.19 -1.08 0.296
H -3.96 -3.75 -0.97 0.329
H -4.26 -4.66 1.92 0.156
H -4.39 -6.22 0.95 0.302
H -1.96 -5.58 1.85 0.255
H -2.04 -6.23 0.12 0.327
H -1.03 -4.29 -0.71 0.359
H -2.20 -3.10 0.11 -0.325
H 0.62 -3.92 0.90 0.328
H -0.46 -4.04 2.38 0.509
H -0.74 -1.66 -0.86 0.247
H -0.05 -0.16 -0.05 0.343
H 2.26 -1.76 0.32 0.443
H 1.37 -2.84 -0.89 0.270
H 1.21 0.04 -1.84 0.355
H 1.86 -1.41 -2.78 0.274
H 3.77 -0.34 -0.37 0.499
H 4.18 -1.19 -1.95 0.213
H 4.89 1.37 -1.62 0.227
H 4.29 0.81 -3.27 0.087
H 2.04 2.00 -2.88 0.295
H 2.31 2.12 -1.06 -0.210
H 4.22 3.83 -3.06 0.330
H 2.60 4.43 -2.36 0.311
H 3.01 5.83 -0.40 0.267
H 3.37 4.66 1.00 0.102
H 2.09 4.16 -0.21 0.269
H -0.38 0.79 1.84 -0.534
H -0.09 -0.75 5.34 0.221
H 1.58 -1.24 4.71 0.286
H 1.74 1.78 5.06 0.126
H 0.70 1.12 6.43 0.366
H 2.70 0.79 7.54 0.295
H 2.98 -0.76 6.50 0.371
H 3.47 3.13 5.49 0.373
H 3.14 1.02 3.25 -0.138
H 2.39 0.47 1.06 -0.247
H 2.31 3.28 2.53 0.159
H -3.58 -1.93 4.08 0.154
H -1.97 1.38 0.54 0.325
H -3.57 1.02 2.79 0.313
C -8.22 3.41 -0.22 -0.788
O -7.45 2.82 0.82 -0.355
C -6.04 2.85 0.56 -0.282
C -5.34 3.82 1.52 -0.217
N -5.68 5.21 1.21 -0.373
C -5.26 6.16 2.24 -0.698
C -5.89 6.02 3.64 -0.475
O -7.29 6.32 3.68 -0.437
C -8.13 5.24 3.32 -0.532
H -9.27 3.19 -0.02 0.251
H -8.09 4.49 -0.23 0.327
H -7.96 2.99 -1.19 0.341
H -5.82 3.09 -0.48 0.507
H -5.67 1.84 0.76 -0.169
H -4.26 3.68 1.44 0.447
H -5.64 3.55 2.53 0.116
H -6.68 5.29 1.09 0.100
H -5.51 7.16 1.87 0.366
H -4.17 6.12 2.34 0.397
H -5.41 6.76 4.29 0.353
H -5.69 5.04 4.10 0.347
H -7.72 4.27 3.60 0.289
H -8.34 5.27 2.25 0.163
H -9.09 5.37 3.84 0.313
C 4.93 -4.19 -7.88 -0.721
O 5.71 -4.75 -6.84 -0.327
C 7.11 -4.71 -7.11 -0.816
C 7.82 -3.72 -6.17 -0.175
N 7.47 -2.34 -6.51 -0.340
C 7.89 -1.36 -5.50 -0.787
C 7.27 -1.48 -4.09 -0.525
O 5.87 -1.19 -4.05 -0.319
C 5.03 -2.28 -4.38 -0.083
H 3.88 -4.40 -7.67 0.239
H 5.05 -3.10 -7.92 0.306
H 5.18 -4.62 -8.85 0.336
H 7.33 -4.49 -8.16 0.395
H 7.50 -5.72 -6.89 0.390
H 8.90 -3.85 -6.26 0.405
H 7.52 -3.97 -5.15 0.160
H 6.47 -2.27 -6.62 0.083
H 7.63 -0.38 -5.90 0.396
H 8.98 -1.39 -5.41 0.402
H 7.75 -0.72 -3.47 0.391
H 7.48 -2.44 -3.61 0.339
H 5.45 -3.24 -4.08 0.323
H 4.81 -2.27 -5.45 0.109
H 4.08 -2.14 -3.86 -0.120


Entry 2:
128
Properties=species:S:1:pos:R:3:mulliken_charge:R:1 method="wB97M-V/def2-TZVPD" smiles="O=S1(=O)CCCC1.O=S1(=O)CCCC1.O=S1(=O)CCCC1.O=S1(=O)CCCC1.COC[C@H](C)N.COC[C@H](C)N.COC[C@H](C)N.COC[C@H](C)N" relative_energy_ev=0.0317 fmax_ev_per_a=4.04 multiplicity=1 homo_ev=-8.7 energy_ev=-108283.3326
C 1.46 2.11 3.79 -1.868
C 1.05 0.62 4.01 2.340
C 2.28 -0.36 4.23 -1.408
O 3.07 -0.22 3.10 0.083
C 4.34 -0.73 3.32 -1.002
N 0.34 0.58 5.33 -0.704
H 2.01 2.28 2.86 0.116
H 2.06 2.41 4.65 0.481
H 0.57 2.73 3.76 0.507
H 0.45 0.24 3.15 -0.917
H 1.95 -1.40 4.36 0.400
H 2.91 -0.01 5.04 0.449
H 4.35 -1.79 3.54 0.367
H 4.83 -0.22 4.15 0.330
H 4.94 -0.65 2.37 0.228
H 0.04 -0.38 5.51 0.300
H -0.48 1.13 5.29 0.297
C -1.50 -4.81 0.72 -1.277
C -0.57 -5.86 0.14 0.716
C -0.80 -7.25 0.78 -0.937
O -0.10 -8.24 0.09 -0.274
C -0.48 -9.55 0.29 -0.743
N -0.72 -5.96 -1.34 -0.720
H -2.56 -5.17 0.60 0.445
H -1.43 -3.84 0.24 -0.053
H -1.36 -4.67 1.77 0.475
H 0.52 -5.57 0.26 0.245
H -1.89 -7.55 0.72 0.338
H -0.58 -7.23 1.86 0.373
H -0.47 -9.92 1.37 0.263
H 0.21 -10.12 -0.33 0.239
H -1.51 -9.71 -0.02 0.338
H -1.59 -6.43 -1.50 0.256
H -0.08 -6.66 -1.67 0.310
C -3.97 1.95 -1.38 -1.249
C -3.59 0.50 -1.73 -0.159
C -2.29 0.43 -2.52 0.400
O -2.41 0.96 -3.80 -0.513
C -1.13 1.27 -4.45 -0.127
N -3.56 -0.29 -0.52 -0.064
H -4.81 1.95 -0.68 0.372
H -4.10 2.49 -2.32 0.429
H -3.18 2.50 -0.85 0.081
H -4.32 0.05 -2.37 0.604
H -2.03 -0.62 -2.52 0.163
H -1.46 0.98 -1.99 -0.271
H -1.29 1.87 -5.39 0.338
H -0.52 0.41 -4.76 0.093
H -0.55 1.79 -3.66 0.010
H -4.45 -0.54 -0.14 0.355
H -3.07 0.29 0.17 -0.627
C 0.10 -1.81 -1.10 -0.165
C 1.05 -1.35 -0.02 -0.365
C 0.75 0.14 0.31 -0.462
O -0.54 0.24 0.85 2.214
C -1.05 1.61 0.96 -1.123
N 0.93 -2.26 1.11 -0.357
H -0.97 -1.81 -0.84 -0.794
H 0.29 -2.85 -1.39 0.674
H 0.23 -1.21 -1.99 -0.069
H 2.04 -1.43 -0.42 0.442
H 0.90 0.76 -0.61 0.098
H 1.49 0.51 1.05 -0.209
H -1.02 2.02 -0.06 -0.364
H -0.51 2.22 1.64 -0.205
H -2.11 1.47 1.24 0.342
H 0.02 -2.55 1.36 -0.265
H 1.56 -2.16 1.84 0.184
C -2.98 -0.27 2.89 0.370
C -2.58 -1.57 2.22 1.033
C -3.77 -2.51 2.44 -1.153
S -4.58 -1.98 3.96 1.249
O -4.43 -2.92 5.00 -0.690
O -5.90 -1.39 3.59 -0.704
C -3.51 -0.63 4.25 -0.840
H -3.74 0.29 2.37 0.321
H -2.10 0.37 2.98 -0.727
H -1.72 -1.95 2.86 0.261
H -2.19 -1.55 1.23 -0.264
H -3.49 -3.55 2.56 0.379
H -4.43 -2.45 1.61 0.437
H -2.72 -0.91 4.96 0.272
H -4.11 0.16 4.69 0.574
C 3.95 2.31 -0.80 0.172
C 3.80 3.11 0.57 -0.988
C 2.40 3.71 0.54 0.349
S 2.30 4.35 -1.14 1.254
O 2.71 5.76 -1.19 -0.831
O 1.00 4.04 -1.68 -0.589
C 3.53 3.32 -1.90 -0.937
H 3.19 1.54 -0.69 -0.348
H 4.97 1.91 -0.95 0.457
H 4.47 3.97 0.64 0.487
H 3.95 2.51 1.43 0.332
H 2.37 4.53 1.24 0.707
H 1.57 3.10 0.57 -0.764
H 4.41 3.93 -2.20 0.373
H 2.98 2.84 -2.71 0.341
C -1.40 7.93 -0.54 -0.686
C -1.38 6.80 -1.64 -0.704
C -1.81 5.54 -0.95 0.122
S -1.40 5.76 0.79 0.846
O -0.43 4.75 1.24 -0.414
O -2.61 5.94 1.56 -0.687
C -0.60 7.38 0.60 -0.655
H -2.46 8.15 -0.21 0.310
H -0.95 8.86 -0.90 0.385
H -0.37 6.70 -1.98 0.261
H -2.15 6.99 -2.42 0.324
H -1.23 4.60 -1.17 -0.248
H -2.88 5.35 -0.95 0.419
H 0.40 7.16 0.28 0.303
H -0.62 8.09 1.41 0.449
C 2.81 -2.82 -5.38 -0.714
C 4.04 -1.88 -5.72 -0.628
C 3.50 -0.51 -5.35 -0.795
S 2.92 -0.79 -3.73 1.223
O 1.77 0.10 -3.54 -0.505
O 3.99 -0.84 -2.77 -0.772
C 2.38 -2.50 -3.94 -0.577
H 3.09 -3.87 -5.41 0.362
H 1.97 -2.69 -6.10 0.313
H 4.33 -1.97 -6.74 0.425
H 4.84 -2.19 -5.01 0.271
H 2.65 -0.16 -5.96 0.300
H 4.20 0.32 -5.39 0.447
H 1.31 -2.58 -3.66 0.232
H 3.00 -3.00 -3.23 0.453


Entry 3:
129
Properties=species:S:1:pos:R:3:mulliken_charge:R:1 method="wB97M-V/def2-TZVPD" fmax_ev_per_a=6.03 multiplicity=1 homo_ev=-7.5 energy_ev=-120432.3426
Zn -3.24 -1.93 -1.41 0.553
C -7.02 -0.83 -1.62 -1.232
C -5.99 -0.77 -0.48 0.442
O -6.06 0.15 0.39 -0.521
O -4.96 -1.45 -0.53 -0.256
H -7.98 -0.88 -1.10 0.322
H -6.83 -1.72 -2.22 0.288
H -6.96 0.10 -2.19 0.274
C 0.06 -0.35 0.41 -0.191
C -1.22 -0.83 -0.21 0.265
O -1.25 -1.61 -1.24 -1.014
O -2.35 -0.48 0.31 0.744
H 0.48 -1.07 1.12 0.698
H -0.23 0.46 1.09 -0.192
H 0.81 -0.10 -0.34 -0.169
O -3.14 -3.80 -0.47 -0.630
C -2.78 -4.55 0.48 0.820
N -1.45 -4.77 0.55 -0.316
C -3.82 -5.42 1.19 -1.185
H -0.92 -4.15 -0.04 0.239
H -1.09 -5.30 1.33 0.227
H -4.56 -4.86 1.76 0.236
H -3.26 -6.26 1.59 0.416
H -4.39 -5.88 0.39 0.349
O -4.72 -2.25 4.60 -0.707
C -4.07 -2.14 3.55 0.554
N -4.67 -1.89 2.38 0.245
C -2.55 -2.46 3.51 -0.693
H -5.65 -1.69 2.40 0.255
H -4.22 -1.49 1.57 -0.534
H -2.04 -2.60 2.56 0.098
H -2.47 -3.38 4.09 0.423
H -1.88 -1.91 4.18 0.031
C 6.32 3.35 0.00 -0.870
O 5.45 3.16 1.09 -0.308
C 4.30 4.00 1.11 -0.638
C 3.67 3.89 2.59 -0.847
N 2.87 2.68 2.73 0.326
C 2.01 2.71 3.82 -1.001
C 1.00 1.53 4.02 0.272
O 1.69 0.63 4.94 -0.448
C 0.79 -0.48 5.24 -0.736
H 5.78 3.24 -0.94 0.312
H 7.15 2.67 -0.14 0.259
H 6.59 4.40 0.17 0.390
H 3.56 3.77 0.36 0.196
H 4.57 5.05 0.95 0.623
H 3.04 4.79 2.57 0.456
H 4.37 3.97 3.42 0.351
H 3.43 1.85 2.59 -0.078
H 1.38 3.59 3.83 0.426
H 2.57 2.65 4.75 0.316
H 0.88 0.97 3.09 -0.297
H 0.07 1.85 4.49 0.546
H -0.18 -0.17 5.62 0.345
H 1.20 -1.08 6.06 0.360
H 0.63 -1.04 4.33 0.159
C -5.87 1.17 3.54 -1.012
O -5.11 1.77 2.45 -0.151
C -3.75 2.08 2.78 -0.649
C -3.05 2.69 1.55 -0.282
N -3.65 2.04 0.34 0.311
C -3.28 2.59 -0.97 -1.510
C -1.80 2.53 -1.40 1.642
O -1.03 3.48 -0.65 -0.422
C 0.27 3.62 -1.05 -0.340
H -6.93 0.98 3.36 0.171
H -5.78 1.93 4.31 0.469
H -5.39 0.32 4.01 0.387
H -3.27 1.14 3.05 0.057
H -3.68 2.72 3.66 0.537
H -1.98 2.53 1.60 0.044
H -3.17 3.77 1.68 0.564
H -3.23 1.12 0.37 -0.364
H -3.76 3.57 -1.07 0.515
H -3.79 1.89 -1.64 0.343
H -1.81 2.69 -2.48 -0.119
H -1.35 1.55 -1.23 -0.595
H 0.66 2.66 -1.41 -0.018
H 0.86 3.96 -0.20 0.168
H 0.40 4.39 -1.81 0.307
C 0.22 2.25 -8.61 -0.907
O 0.22 2.48 -7.22 -0.387
C -1.09 2.55 -6.64 -0.729
C -1.06 2.89 -5.10 -0.728
N -0.06 2.01 -4.55 -0.206
C -0.49 0.59 -4.21 0.304
C 0.62 -0.44 -4.66 -0.869
O 0.92 -0.54 -6.06 -0.380
C -0.10 -0.98 -6.98 -0.624
H 1.17 1.94 -9.05 0.332
H -0.09 3.15 -9.15 0.335
H -0.37 1.44 -9.03 0.336
H -1.84 1.78 -6.79 0.247
H -1.57 3.38 -7.16 0.578
H -2.07 2.79 -4.70 0.322
H -0.82 3.95 -5.03 0.355
H 0.58 1.98 -5.33 0.465
H -1.30 0.34 -4.89 0.085
H -0.64 0.34 -3.16 -0.012
H 0.36 -1.45 -4.33 0.430
H 1.57 -0.17 -4.20 0.284
H -0.33 -2.03 -6.77 0.327
H 0.23 -0.98 -8.02 0.249
H -1.05 -0.44 -6.96 0.197
C 3.40 0.73 -0.45 -0.576
O 3.63 -0.59 0.15 -0.127
C 4.76 -0.68 0.95 -0.079
C 5.50 -1.99 0.46 -1.392
N 4.73 -3.18 0.40 -0.288
C 4.23 -3.69 1.68 -0.095
C 5.19 -4.73 2.27 -0.616
O 4.63 -5.21 3.54 -0.293
C 5.41 -6.16 4.24 -0.753
H 3.54 1.52 0.29 0.215
H 2.61 0.98 -1.17 -0.071
H 4.19 0.90 -1.18 0.461
H 4.57 -0.69 2.02 0.380
H 5.50 0.11 0.85 0.214
H 6.47 -2.14 0.93 0.428
H 5.92 -1.78 -0.53 0.385
H 3.92 -2.91 -0.13 0.348
H 3.29 -4.22 1.52 0.308
H 4.07 -2.88 2.38 0.104
H 6.21 -4.39 2.42 0.296
H 5.29 -5.64 1.69 0.316
H 4.96 -6.26 5.23 0.226
H 6.48 -5.95 4.29 0.287
H 5.21 -7.07 3.68 0.315


Number 1: Kohn-Sham gap 6.855 eV. Number 2: Kohn-Sham gap 8.982 eV. Number 3: Kohn-Sham gap 6.146 eV.